55
Properties=species:S:1:pos:R:3:forces:R:3:nbo_charge:R:1 method="wB97M-V/def2-TZVPD" e_tot_ev=-104528.6422 homo_energy_ev=-8.62 smiles="O=C1C=CC(=O)c2cc(CCCBr)ccc21.CCOC(C)=O.CCOC(C)=O" homo_lumo_gap_ev=7.3196 fmax_ev_per_a=8.55
O -1.89463 4.09590 0.33593 6.487 -5.365 -1.038 -0.529
C -0.88865 3.21591 0.17010 -3.208 2.385 0.312 0.513
C 0.09808 2.69737 1.41688 1.083 -4.165 -0.822 -0.240
C 0.55013 1.24954 1.46578 -1.636 3.617 -1.185 -0.273
C 0.03598 0.19705 0.27177 -1.177 -3.550 0.573 0.538
O -0.28167 -1.09194 0.50664 2.124 8.170 -1.368 -0.569
C -0.08876 0.89687 -1.24221 -0.118 1.168 -2.527 -0.109
C 0.25468 0.04109 -2.61609 -1.354 4.414 0.370 -0.189
C 0.15266 0.83187 -4.07727 -0.839 1.342 3.487 0.005
C 0.55216 -0.05314 -5.40602 0.768 0.419 0.192 -0.459
C 1.91721 -0.93490 -5.02385 0.232 0.554 -0.572 -0.435
C 2.63193 -1.62490 -6.32787 -0.552 -2.001 1.129 -0.443
Br 4.02030 -0.43899 -7.21508 -1.302 -0.805 0.553 -0.037
C -0.29321 2.42283 -4.09664 0.304 -1.549 2.888 -0.214
C -0.66284 3.31378 -2.74830 1.299 -4.850 0.765 -0.190
C -0.55106 2.50305 -1.30477 0.593 -1.290 -2.167 -0.107
H 0.49015 3.43535 2.23738 -1.250 -1.473 -1.749 0.291
H 1.27669 0.88038 2.32353 -1.883 0.699 -2.005 0.259
H 0.58285 -1.08239 -2.51515 -0.686 2.526 -0.137 0.277
H -0.30643 -0.76751 -5.78151 1.584 1.471 1.052 0.233
H 0.81468 0.66317 -6.32024 -0.543 -1.415 2.091 0.233
H 2.70019 -0.18122 -4.55824 -1.667 -1.697 -0.798 0.241
H 1.69139 -1.79953 -4.25306 0.390 1.853 -1.591 0.236
H 3.24904 -2.56114 -5.91879 -1.235 2.218 -1.029 0.234
H 1.85968 -2.07761 -7.11783 1.792 1.434 1.585 0.230
H -0.32202 2.95741 -5.13718 0.050 -1.143 2.232 0.234
H -0.95999 4.45971 -2.76673 0.693 -2.825 -0.039 0.264
O -0.58518 4.26091 4.06447 -1.581 -0.770 1.146 -0.597
C -1.62737 4.04261 4.67384 0.995 0.362 -0.851 0.811
O -1.93617 2.79262 5.08432 0.638 -0.005 -0.007 -0.506
C -3.03178 2.46320 5.95919 -0.241 0.052 -0.098 -0.067
C -4.32176 2.30996 5.17806 -0.108 0.068 -0.223 -0.638
C -2.62148 5.14664 4.90480 0.084 0.454 0.520 -0.746
H -3.11564 3.18891 6.77416 0.026 0.023 -0.178 0.177
H -2.77862 1.50461 6.42434 0.235 0.214 -0.219 0.200
H -4.60664 3.24068 4.68047 0.001 -0.050 0.139 0.211
H -5.13965 2.00744 5.83869 0.112 0.020 -0.055 0.219
H -4.20575 1.55591 4.39243 0.022 0.050 0.201 0.225
H -3.23637 5.26596 4.00924 0.085 -0.023 0.087 0.255
H -2.07116 6.07581 5.09249 -0.073 -0.241 -0.312 0.248
H -3.25992 4.99246 5.77264 -0.128 -0.125 -0.147 0.215
O 2.16103 -2.66726 -1.32659 0.145 -1.538 1.104 -0.604
C 1.93957 -3.59368 -0.55339 -0.226 0.861 -0.860 0.814
O 2.95104 -4.36129 -0.09077 0.392 0.531 -0.100 -0.510
C 2.82362 -5.34470 0.95373 -0.176 -0.144 -0.058 -0.067
C 2.34045 -6.66857 0.39551 -0.131 -0.103 -0.202 -0.638
C 0.52936 -3.94573 -0.16886 -0.336 0.317 0.432 -0.764
H 2.19222 -4.97415 1.76729 -0.022 -0.001 -0.192 0.181
H 3.82501 -5.47827 1.37651 -0.100 0.265 -0.256 0.199
H 1.34787 -6.58025 -0.05392 0.052 0.009 0.151 0.211
H 2.29653 -7.42676 1.18298 0.029 0.095 -0.076 0.218
H 3.01336 -7.01896 -0.39422 -0.008 0.064 0.197 0.220
H 0.09124 -4.56929 -0.95217 0.078 0.003 0.078 0.238
H -0.04795 -3.01831 -0.07919 0.238 -0.326 -0.302 0.288
H 0.44561 -4.44852 0.79276 0.048 -0.207 -0.123 0.213

=====

57
Properties=species:S:1:pos:R:3:forces:R:3:mulliken_spin:R:1 method="wB97M-V/def2-TZVPD" e_tot_ev=-74229.9355 homo_energy_ev="-10.36 / -10.36" charge=+1 homo_lumo_gap_ev="6.4598 / 6.5110" multiplicity=2 e_above_lowest_ev=2.093 fmax_ev_per_a=9.76
C 1.49605 -1.37386 -3.92287 0.008 0.733 0.779 0.000
C 1.10212 -0.43722 -2.98746 0.563 -0.298 -0.375 0.000
C -0.28597 -0.10871 -2.86639 -1.088 0.256 0.364 0.001
C -1.26117 -0.79309 -3.67032 0.337 0.257 0.477 -0.002
C -0.79883 -1.74299 -4.62106 0.529 -0.268 -0.333 0.000
C 0.54908 -2.01255 -4.74991 -0.964 -0.179 -0.287 0.000
C -2.60888 -0.50488 -3.42433 -0.081 0.184 -0.154 0.001
C -3.00040 0.41689 -2.44569 0.562 0.083 0.267 0.000
C -1.95644 1.06932 -1.70447 0.422 -0.764 -0.587 -0.002
C -2.27945 1.97102 -0.63694 -0.566 0.364 0.282 0.002
C -3.61000 2.22201 -0.35174 1.225 0.019 0.028 -0.001
C -4.64029 1.60613 -1.09453 -0.289 -0.678 -0.782 0.000
C -4.34845 0.71983 -2.11254 -0.486 0.436 0.371 0.000
H 2.55853 -1.61211 -4.01591 -0.315 0.033 -0.063 0.000
H -1.53965 -2.24346 -5.24404 0.254 0.027 0.076 0.000
H 0.90338 -2.72846 -5.49012 -0.188 0.141 0.161 0.000
H -3.37272 -0.99045 -4.02937 0.083 -0.012 0.126 0.000
H -3.85190 2.91259 0.46006 -0.015 -0.200 -0.263 0.000
H -5.67494 1.84354 -0.84861 0.240 -0.133 -0.122 0.000
H -5.13720 0.23611 -2.68809 0.070 0.157 0.207 0.000
N -0.66972 0.78993 -1.94949 0.538 0.422 0.216 -0.002
Ce 0.39922 -1.26329 1.26790 4.979 -0.857 0.586 0.977
C 2.10088 0.22848 -2.06981 0.489 -0.048 -0.083 -0.001
H 1.75762 1.23571 -1.78427 0.344 -0.225 -0.320 0.000
H 3.13677 0.19439 -2.43011 -0.303 0.554 -0.727 0.000
C -1.15379 2.59425 0.15249 0.227 -0.439 0.167 0.005
H -0.28219 2.75988 -0.50404 -0.437 0.248 0.251 0.000
H -1.46066 3.49945 0.69889 0.064 -0.071 -0.478 0.000
P 2.29841 -0.63637 -0.50385 -0.714 0.565 -0.388 -0.005
P -0.50749 1.47569 1.48062 0.016 -0.003 -0.009 -0.010
C -1.81339 1.50745 2.75855 0.139 0.237 -0.041 0.005
H -1.46510 0.95990 3.65131 -0.202 0.334 -0.316 -0.003
H -2.00521 2.56809 2.98742 -0.191 -0.410 0.195 0.000
H -2.71532 1.02387 2.35152 0.244 0.265 0.184 -0.003
C 0.86995 2.45802 2.20104 -0.268 0.012 0.048 0.001
H 0.44469 3.42566 2.51514 0.463 -0.208 -0.030 0.000
H 1.30043 1.91106 3.05970 -0.236 0.327 -0.388 0.000
H 1.65169 2.60072 1.43248 -0.378 0.074 0.384 0.000
C 2.85473 -2.32992 -0.85155 0.280 0.059 -0.103 0.000
H 3.76048 -2.19159 -1.45593 -0.017 -0.659 0.095 -0.001
H 3.08054 -2.87756 0.08234 0.094 0.240 -0.421 -0.001
H 2.08105 -2.87885 -1.41295 0.368 0.255 0.081 0.000
C 3.61260 0.17132 0.45232 0.286 -0.161 -0.417 0.000
H 3.75536 -0.33293 1.42732 -0.002 0.261 -0.563 0.000
H 4.49177 0.07415 -0.20145 0.221 0.398 0.606 0.000
H 3.33159 1.22510 0.62725 0.301 -0.483 -0.148 0.000
C -1.58955 -1.69888 2.00185 -9.102 -2.516 2.484 0.017
O -2.53688 -2.20918 2.42664 3.065 1.614 -1.216 0.041
H -0.86700 -1.13460 -0.35926 -0.679 -0.413 0.313 -0.015
C 2.38067 -1.60608 5.42515 0.138 -0.404 0.868 0.000
S 1.07151 -1.33665 4.30342 1.211 1.660 -3.800 -0.004
O 0.58930 -2.62131 3.71648 -0.139 1.236 0.900 0.000
O 0.11969 -0.36373 4.80032 0.275 -1.331 0.290 0.000
O 1.79765 -0.65021 3.06005 -0.707 -0.695 2.002 -0.003
H 1.94055 -2.05901 6.30171 -0.167 -0.195 0.330 0.000
H 2.85641 -0.68126 5.74065 -0.300 0.256 -0.310 0.000
H 3.13989 -2.28136 5.04447 -0.198 -0.059 -0.410 0.000

=====

54
Properties=species:S:1:pos:R:3:forces:R:3:nbo_charge:R:1 method="wB97M-V/def2-TZVPD" e_tot_ev=-43860.6882 homo_energy_ev=-8.50 smiles="CCOc1cc(CNCC(C)C)c(Cl)cc1OCC(=O)Nc1ccccc1" homo_lumo_gap_ev=9.0049 e_above_lowest_ev=0.078 fmax_ev_per_a=0.57
C -2.58418 3.86527 1.40462 0.113 -0.432 -0.061 -0.619
C -2.50513 2.43890 0.88235 -0.246 0.314 -0.206 -0.065
H -3.48300 1.95053 0.97793 0.124 -0.020 -0.037 0.180
H -2.20980 2.43317 -0.17676 -0.062 -0.073 0.110 0.173
O -1.54286 1.74454 1.65630 0.132 -0.144 0.236 -0.526
C -1.47750 0.38678 1.55902 0.185 -0.071 0.138 0.332
C -2.10502 -0.37559 0.58983 0.055 0.146 0.140 -0.294
C -1.97279 -1.76195 0.54115 0.115 -0.297 0.143 -0.089
C -1.17604 -2.37010 1.49960 -0.171 0.356 -0.122 0.054
C -0.53959 -1.63016 2.48700 0.061 0.264 0.132 -0.308
C -0.68430 -0.25658 2.53128 -0.168 0.017 -0.252 0.238
O -0.15933 0.54118 3.51798 -0.295 -0.040 -0.021 -0.504
C 1.18157 0.33519 3.90303 0.393 -0.067 0.085 -0.153
H 1.30326 0.86808 4.85124 0.028 -0.105 -0.120 0.220
C 2.19592 0.91235 2.89969 -0.400 -0.234 0.203 0.650
O 3.35422 0.55863 2.91639 0.182 -0.053 0.091 -0.606
N 1.63967 1.82312 2.07094 -0.530 0.203 0.002 -0.634
C 2.23497 2.55060 1.03643 0.273 0.118 -0.228 0.234
C 3.59881 2.50279 0.76559 0.091 -0.136 0.142 -0.270
C 4.11727 3.25960 -0.26980 -0.089 0.087 -0.085 -0.187
C 3.29554 4.06440 -1.04039 0.084 0.062 -0.107 -0.239
C 1.93706 4.10976 -0.77277 -0.002 0.007 0.003 -0.186
C 1.40825 3.35811 0.25819 0.016 -0.045 0.041 -0.276
H 0.34961 3.38783 0.46988 -0.137 -0.009 0.029 0.204
H 1.28732 4.73376 -1.36917 -0.056 0.040 -0.034 0.210
H 3.70931 4.65323 -1.84508 0.035 0.046 -0.068 0.212
H 5.17690 3.21940 -0.47358 0.088 -0.013 -0.008 0.215
H 4.23928 1.87690 1.36382 0.008 -0.020 0.023 0.255
H 0.64458 1.98962 2.19972 0.205 -0.088 0.012 0.427
H 1.42614 -0.71759 4.07061 0.003 0.137 -0.060 0.202
H 0.05420 -2.14327 3.22640 0.047 -0.031 0.084 0.234
Cl -0.96147 -4.08686 1.52558 0.076 -0.292 0.055 -0.008
C -2.62637 -2.51746 -0.59376 -0.076 0.069 -0.050 -0.242
N -1.91059 -2.41137 -1.85244 -0.070 0.117 -0.165 -0.612
H -1.81410 -1.43348 -2.11286 -0.027 -0.078 0.008 0.347
C -0.60158 -3.04081 -1.85713 0.188 0.213 -0.207 -0.219
C 0.01133 -2.99114 -3.25919 -0.051 -0.297 0.143 -0.216
C 1.42567 -3.56376 -3.23735 -0.203 0.271 0.006 -0.601
H 2.06090 -3.00098 -2.55668 0.126 0.018 0.068 0.208
H 1.86615 -3.52406 -4.23082 0.095 -0.037 -0.083 0.209
H 1.40760 -4.60121 -2.91065 0.023 -0.156 0.034 0.201
C -0.86728 -3.75238 -4.24724 0.074 0.311 0.057 -0.609
H -0.48985 -3.64070 -5.26103 0.024 -0.045 -0.137 0.203
H -1.88513 -3.37562 -4.20359 -0.105 -0.043 -0.073 0.225
H -0.88080 -4.81094 -3.99825 -0.008 -0.185 0.024 0.198
H 0.06267 -1.94128 -3.57232 0.002 0.022 0.030 0.186
H 0.09432 -2.57341 -1.13902 -0.033 -0.125 -0.014 0.169
H -0.73879 -4.08418 -1.55993 0.076 -0.033 0.030 0.190
H -2.70583 -3.57758 -0.34577 -0.109 0.118 0.000 0.214
H -3.63409 -2.12355 -0.75690 0.029 -0.073 0.114 0.204
H -2.71242 0.09976 -0.16529 -0.075 0.106 -0.065 0.219
H -2.85479 3.85751 2.45687 -0.048 0.036 0.086 0.220
H -1.62563 4.36662 1.29950 0.073 0.084 -0.016 0.211
H -3.33428 4.41841 0.84683 -0.066 0.078 -0.053 0.218

=====

55
Properties=species:S:1:pos:R:3:forces:R:3:nbo_charge:R:1 method="wB97M-V/def2-TZVPD" e_tot_ev=-53581.0733 homo_energy_ev=-8.13 smiles="CCCN(CCC)CCNC(=O)c1cc2c(-c3ccc(Cl)cc3)nn(C)c2s1" homo_lumo_gap_ev=8.3676 e_above_lowest_ev=0.150 fmax_ev_per_a=1.01
C -4.55428 -4.09371 -0.29335 -0.085 0.189 0.131 -0.600
C -4.75955 -2.62537 0.05897 0.267 -0.047 -0.173 -0.404
H -5.63271 -2.23474 -0.46736 -0.048 0.066 0.056 0.203
H -4.94389 -2.54352 1.13142 -0.077 0.060 0.048 0.190
C -3.53811 -1.79723 -0.33389 -0.262 -0.076 0.059 -0.225
N -3.78236 -0.36327 -0.27198 0.131 0.069 0.056 -0.460
C -2.75084 0.39682 -0.96088 -0.244 -0.011 -0.447 -0.205
C -3.08036 0.55301 -2.44834 0.281 0.154 0.184 -0.397
C -2.04104 1.41480 -3.15352 -0.163 -0.186 0.013 -0.606
H -2.27742 1.51317 -4.21019 0.058 0.065 -0.107 0.211
H -2.00746 2.41038 -2.71501 0.049 0.131 0.018 0.196
H -1.05253 0.96860 -3.06289 0.148 0.012 -0.029 0.202
H -3.12084 -0.42855 -2.92149 -0.084 -0.066 -0.015 0.195
H -4.06860 1.00603 -2.53969 -0.054 -0.061 0.024 0.201
H -1.76106 -0.07431 -0.86062 0.030 0.095 0.035 0.175
H -2.68952 1.39722 -0.52416 0.054 -0.014 0.016 0.183
C -4.16708 0.14510 1.02317 0.122 -0.124 0.301 -0.211
H -5.13120 -0.29642 1.28817 -0.026 0.115 0.092 0.204
C -3.19991 -0.11471 2.20273 -0.452 -0.111 -0.220 -0.257
N -1.90492 0.48190 1.99959 -0.072 0.235 0.048 -0.605
C -0.81307 -0.25395 1.68632 -0.056 -0.075 0.120 0.641
O -0.79674 -1.47274 1.71926 0.065 -0.107 -0.004 -0.628
C 0.38048 0.51405 1.30224 0.543 0.220 -0.221 -0.288
C 1.61488 -0.02275 1.09024 -0.506 -0.029 0.140 -0.161
C 2.57009 0.94414 0.69784 -0.148 0.993 -0.146 -0.126
C 1.98738 2.21800 0.61317 0.125 -0.529 0.098 -0.017
N 2.92743 3.09590 0.23078 -0.360 -0.486 0.184 -0.168
N 4.09403 2.46517 0.05951 0.769 -0.265 -0.129 -0.247
C 3.92558 1.17436 0.33011 -0.668 0.663 0.043 0.096
C 5.03241 0.24199 0.23179 0.536 -0.286 -0.081 0.005
C 6.26849 0.68829 -0.24062 -0.176 -0.105 0.071 -0.189
C 7.33892 -0.17520 -0.34364 0.045 -0.109 0.018 -0.227
C 7.18097 -1.50255 0.02788 -0.222 0.122 0.039 -0.038
C 5.96395 -1.96603 0.50148 0.182 -0.074 -0.041 -0.227
C 4.89646 -1.09500 0.60206 0.010 0.319 -0.083 -0.200
H 3.95381 -1.45885 0.97627 -0.101 -0.059 0.047 0.213
H 5.85531 -3.00006 0.78931 0.019 -0.086 0.016 0.229
Cl 8.51831 -2.59050 -0.09971 0.157 -0.128 -0.015 0.006
H 8.29263 0.17217 -0.70917 0.087 0.005 -0.029 0.228
H 6.36821 1.72401 -0.52312 0.059 0.085 -0.043 0.235
C 2.80193 4.50536 0.00689 -0.071 0.367 -0.076 -0.408
H 2.10965 4.70226 -0.81454 0.047 0.011 0.008 0.209
H 3.78808 4.88706 -0.24690 -0.078 -0.018 0.025 0.241
H 2.43409 5.00186 0.90686 0.045 0.003 -0.020 0.209
S 0.31959 2.25750 1.01024 0.176 -0.217 -0.038 0.368
H 1.78644 -1.07526 1.21937 -0.058 -0.199 0.036 0.247
H -1.86810 1.48520 1.90496 0.032 -0.112 0.047 0.388
H -3.03223 -1.18531 2.32973 -0.057 0.095 0.085 0.234
H -3.64674 0.28742 3.11747 0.008 -0.110 -0.019 0.198
H -4.31779 1.22428 0.92147 -0.083 -0.025 0.031 0.189
H -2.67167 -2.09676 0.27793 -0.022 -0.003 -0.080 0.193
H -3.29495 -2.02629 -1.37424 0.045 -0.058 0.018 0.193
H -3.67181 -4.48226 0.21014 0.090 -0.119 0.026 0.206
H -5.41433 -4.68437 0.01351 -0.027 -0.125 -0.002 0.209
H -4.41800 -4.21632 -1.36555 0.021 -0.057 -0.113 0.200